(1)
Entry from the OMol25 dataset: a single C35H60O6 molecule (the ωB97M-V functional and the def2-TZVPD basis).

Properties
* HOMO energy: -8.919 eV
* energy relative to the best compared isomer or geometry (same formula, charge and spin): 0.0 kJ/mol
* frontier orbital gap: 9.59 eV

```
! wB97M-V def2-TZVPD RIJCOSX def2/J DEFGRID3
* xyz 0 1
C -6.717 -5.839 -2.381
H -6.728 -6.323 -1.406
H -7.731 -5.847 -2.776
C -5.771 -6.573 -3.327
H -6.134 -7.595 -3.434
H -5.821 -6.113 -4.316
C -4.314 -6.575 -2.831
C -3.438 -5.608 -3.639
H -3.500 -5.865 -4.697
H -2.397 -5.737 -3.329
C -3.827 -4.143 -3.439
H -3.832 -3.946 -2.368
H -4.836 -3.981 -3.819
C -2.868 -3.180 -4.153
C -3.189 -3.157 -5.650
H -4.168 -2.712 -5.818
H -2.449 -2.575 -6.195
H -3.195 -4.162 -6.063
H -1.849 -3.567 -4.038
C -2.861 -1.733 -3.619
H -2.543 -1.108 -4.462
C -4.207 -1.165 -3.119
H -4.777 -0.750 -3.951
H -4.819 -1.940 -2.663
C -3.858 -0.076 -2.083
C -2.335 0.036 -2.161
C -1.588 0.680 -1.000
C -2.082 2.111 -0.791
C -1.155 2.903 0.069
C 0.091 2.561 0.360
C 0.919 3.421 1.275
C 2.278 3.757 0.656
C 2.998 2.472 0.270
C 2.142 1.687 -0.719
H 2.683 0.783 -1.002
H 2.007 2.293 -1.619
C 0.752 1.303 -0.169
C 0.909 0.307 0.991
H -0.055 -0.113 1.266
H 1.313 0.802 1.868
H 1.584 -0.502 0.723
C -0.086 0.706 -1.335
C 0.429 -0.672 -1.781
H 0.456 -1.350 -0.931
H 1.451 -0.568 -2.150
C -0.411 -1.316 -2.888
H -0.011 -2.310 -3.103
C -1.879 -1.397 -2.472
C -2.044 -2.353 -1.291
H -3.081 -2.410 -0.977
H -1.708 -3.348 -1.572
H -1.458 -2.032 -0.437
H -0.328 -0.721 -3.801
H 0.024 1.389 -2.186
H 3.180 1.873 1.162
H 3.960 2.708 -0.191
H 2.119 4.369 -0.241
O 3.033 4.633 1.506
C 3.817 4.086 2.506
O 3.079 3.215 3.332
C 3.853 2.645 4.365
C 2.966 1.646 5.122
O 3.708 0.802 5.950
H 4.310 1.353 6.470
H 2.209 2.206 5.691
H 2.452 1.009 4.398
C 4.388 3.745 5.295
O 5.173 3.169 6.309
H 5.657 3.890 6.732
C 5.206 4.749 4.476
C 4.355 5.275 3.321
O 5.151 6.119 2.530
H 4.658 6.302 1.721
H 3.490 5.824 3.724
O 5.619 5.781 5.339
H 5.956 6.497 4.787
H 6.090 4.240 4.055
H 3.534 4.283 5.737
H 4.713 2.101 3.939
H 4.682 3.530 2.082
H 0.389 4.349 1.494
H 1.096 2.913 2.225
H -1.564 3.824 0.467
H -3.077 2.101 -0.340
H -2.177 2.612 -1.761
H -1.760 0.117 -0.080
H -2.102 0.636 -3.051
H -4.346 0.870 -2.313
H -4.168 -0.373 -1.080
H -4.310 -6.223 -1.792
C -3.680 -7.984 -2.804
C -4.359 -8.877 -1.765
H -3.842 -9.831 -1.695
H -4.339 -8.405 -0.785
H -5.395 -9.074 -2.029
C -3.670 -8.673 -4.168
H -4.680 -8.817 -4.544
H -3.198 -9.649 -4.085
H -3.112 -8.090 -4.895
H -2.637 -7.855 -2.491
H -6.413 -4.805 -2.245
*
```

(2)
Entry from the OMol25 dataset: a molecular structure, C35H61AsN3O3Ti (the ωB97M-V functional and the def2-TZVPD basis).

Properties
* HOMO energy (alpha / beta): -9.595 / -9.595 eV
* energy relative to the best compared isomer or geometry (same formula, charge and spin): 1.9 kJ/mol
* frontier orbital gap (alpha / beta): 7.20 / 7.20 eV

```
! wB97M-V def2-TZVPD RIJCOSX def2/J DEFGRID3
* xyz 1 1
Ti -0.320 0.074 0.032
C 5.457 -2.011 -4.588
C 5.200 -1.811 -3.094
C 6.279 -0.867 -2.543
C 5.316 -3.174 -2.398
C 3.819 -1.218 -2.819
C 3.452 -0.958 -1.490
C 2.207 -0.434 -1.217
N 1.623 -0.149 0.027
C 2.283 0.017 1.250
C 3.635 0.115 1.510
C 4.078 0.247 2.831
C 3.134 0.280 3.843
C 1.746 0.227 3.625
C 1.345 0.113 2.304
O 0.064 0.052 1.848
C 0.823 0.328 4.845
C 1.098 1.655 5.569
C -0.672 0.284 4.516
C 1.124 -0.842 5.794
C 5.580 0.349 3.093
C 6.279 -0.903 2.540
C 5.904 0.459 4.582
C 6.135 1.593 2.386
C 1.281 -0.198 -2.261
O 0.065 0.186 -1.790
C 1.620 -0.411 -3.586
C 2.911 -0.924 -3.819
C 0.713 -0.174 -4.799
C 1.418 0.787 -5.769
C -0.652 0.434 -4.462
C 0.466 -1.516 -5.504
H 6.454 -2.430 -4.732
H 5.413 -1.067 -5.135
H 4.740 -2.704 -5.033
H 7.272 -1.275 -2.740
H 6.185 -0.731 -1.464
H 6.212 0.115 -3.014
H 6.300 -3.610 -2.582
H 4.560 -3.867 -2.777
H 5.187 -3.088 -1.317
H 4.137 -1.202 -0.692
H 4.351 0.126 0.702
H 3.475 0.372 4.864
H 0.897 2.502 4.911
H 2.131 1.730 5.907
H 0.452 1.742 6.445
H -0.971 1.117 3.880
H -1.234 0.351 5.449
H -0.953 -0.642 4.014
H 2.163 -0.846 6.124
H 0.923 -1.798 5.304
H 0.491 -0.776 6.681
H 5.896 -1.804 3.023
H 7.353 -0.847 2.724
H 6.132 -1.006 1.463
H 5.555 -0.413 5.138
H 5.464 1.354 5.026
H 6.985 0.523 4.714
H 5.978 1.552 1.307
H 7.210 1.677 2.562
H 5.656 2.499 2.763
H 3.192 -1.113 -4.845
H 1.609 1.748 -5.288
H 0.785 0.963 -6.641
H 2.370 0.393 -6.122
H -0.552 1.396 -3.958
H -1.245 -0.224 -3.828
H -1.197 0.595 -5.395
H 1.397 -1.984 -5.827
H -0.159 -1.367 -6.387
H -0.050 -2.212 -4.838
N -2.551 0.443 0.019
C -3.103 1.471 0.937
C -3.348 2.788 0.222
C -2.142 3.366 -0.519
C -0.879 3.470 0.332
N 0.025 2.319 0.104
H -2.899 0.591 -0.926
H -2.875 -0.482 0.289
H -2.394 1.596 1.759
H -4.039 1.122 1.373
H -3.687 3.509 0.970
H -4.178 2.667 -0.481
H -2.416 4.357 -0.882
H -1.913 2.778 -1.414
H -1.128 3.497 1.395
H -0.347 4.395 0.108
H 0.793 2.358 0.774
H 0.459 2.421 -0.812
C 0.491 -3.592 -1.897
As -0.084 -3.239 -0.109
C 1.461 -3.179 1.016
C -1.274 -4.581 0.547
O -0.961 -1.801 -0.065
H 1.032 -4.536 -1.942
H 1.141 -2.767 -2.201
H -0.385 -3.626 -2.542
H 1.746 -4.213 1.218
H 1.230 -2.663 1.946
H 2.267 -2.664 0.497
H -0.789 -5.556 0.539
H -2.157 -4.602 -0.088
H -1.558 -4.320 1.565
*
```